Entry 1:
C3H4N4O | ωB97M-V/def2-TZVPD

As for the spin multiplicity: 1. As for the HOMO-LUMO gap: 0.35937 Eh. The total energy comes out at -410.82177 Eh. The value obtained for the LUMO energy is -0.0396 Eh. The total charge is 0. Its molar mass is 112.09 g mol⁻¹.

Each line ends with the Mulliken charge.
Element x y z (Å)
C1 1.2965 -0.2083 -1.8945  -0.88
C2 0.3747 0.7645 -1.1653  0.66
O1 -0.4361 1.6967 -1.5970  -0.52
N1 -0.0405 0.0448 -0.0352  0.26
C3 0.2566 -1.2575 0.5198  0.09
N2 -0.3453 -1.4014 1.7162  -0.30
N3 -0.9388 -0.1657 2.0607  -0.24
N4 -0.7085 0.6589 1.1429  -0.17
H1 2.4408 -0.0327 -1.4878  0.29
H2 1.0342 -1.3125 -1.7109  0.24
H3 1.5099 -0.0030 -3.1595  0.29
H4 1.1682 -1.9743 0.1817  0.27

Forces on atoms 1 to 2 (eV/Å):
C 4.29 0.86 -3.15
C -5.77 1.39 -3.13



Entry 2:
C28H19F5N3O3RuS | ωB97M-V/def2-TZVPD

As for the spin multiplicity: 5. As for the HOMO-LUMO gap (alpha / beta): 0.16973 / 0.22529 Eh. The total energy comes out at -2460.74969 Eh. The value obtained for the LUMO energy (alpha / beta) is 0.0817 / 0.0449 Eh. The total charge is -1. Its molar mass is 673.61 g mol⁻¹.

Each line ends with the Mulliken charge.
Element x y z (Å)
Ru1 -0.1017 -0.0069 0.2032  1.26
O1 1.7422 3.3087 -3.7048  -0.68
C1 2.8292 3.1696 -2.9378  0.38
C2 4.0314 3.7946 -3.3528  -0.68
C3 5.1711 3.6663 -2.5801  -0.36
C4 5.1448 2.9229 -1.3876  -0.60
C5 3.9641 2.3151 -0.9695  -0.61
C6 2.8180 2.3859 -1.7805  0.06
C7 1.5952 1.6510 -1.3473  1.45
O2 1.6958 0.8686 -0.3224  -0.95
N1 0.4510 1.8010 -2.0123  -0.87
N2 -0.4807 0.9360 -1.5826  0.63
C8 -1.6556 0.9862 -2.1917  -0.99
C9 -2.8388 0.3738 -1.7308  0.97
C10 -4.0342 0.6313 -2.4400  -0.94
C11 -5.2630 0.1653 -2.0006  -0.43
C12 -5.3410 -0.5957 -0.8066  -0.74
C13 -4.1808 -0.8991 -0.1135  -0.12
C14 -2.8991 -0.4732 -0.5571  0.18
O3 -1.8792 -0.9587 0.1016  -0.75
H1 0.9923 2.8066 -3.2174  0.61
H2 4.0130 4.2961 -4.3063  0.42
H3 6.0727 4.1921 -2.8689  0.35
H4 6.0359 2.7782 -0.7785  0.37
H5 3.9231 1.7350 -0.0589  0.42
H6 -1.7200 1.6529 -3.0603  0.18
H7 -3.9820 1.2278 -3.3391  0.35
H8 -6.1451 0.3958 -2.5714  0.40
H9 -6.3103 -0.8774 -0.4262  0.39
H10 -4.1452 -1.5183 0.7892  0.39
F1 -4.8035 -0.2049 5.1969  -0.33
C15 -4.0108 0.2990 4.2446  0.67
C16 -2.7039 -0.1399 4.1399  -0.06
F2 -2.2224 -1.0594 4.9985  -0.34
C17 -1.8552 0.4309 3.1845  0.45
F3 -0.5750 -0.0117 3.1816  -0.27
C18 -2.2669 1.3735 2.2447  0.25
S1 -1.1664 1.9108 1.0185  -0.52
C19 -3.6273 1.7733 2.3620  0.16
F4 -4.1633 2.5868 1.4184  -0.38
C20 -4.4760 1.2650 3.3516  0.15
F5 -5.7663 1.6879 3.4307  -0.32
C21 0.8445 -2.5770 -1.6662  -1.07
C22 1.7316 -2.9576 -0.5107  1.12
C23 2.8249 -3.7905 -0.7036  -1.02
C24 3.5728 -4.1230 0.4224  -0.58
C25 3.3070 -3.7000 1.7416  -0.99
C26 2.2876 -2.7938 1.9629  0.36
C27 2.0392 -2.2379 3.3430  -1.11
C28 1.5451 -2.3934 0.7883  0.62
N3 0.8264 -1.2975 0.8406  -0.50
H11 0.9744 -3.3222 -2.4609  0.47
H12 1.0822 -1.5764 -2.0898  0.07
H13 -0.2312 -2.5808 -1.3932  0.13
H14 3.0501 -4.1922 -1.6857  0.41
H15 4.4185 -4.7748 0.3017  0.33
H16 3.9063 -4.0491 2.5769  0.37
H17 2.6672 -2.7867 4.0791  0.38
H18 0.9917 -2.3376 3.6362  0.23
H19 2.2956 -1.1521 3.3965  0.23

Forces on atoms 1 to 2 (eV/Å):
Ru -1.97 3.47 -2.10
O -0.77 -0.39 0.44



Entry 3:
C34H53BrN2P2Zn | ωB97M-V/def2-TZVPD

As for the spin multiplicity: 1. As for the HOMO-LUMO gap (alpha / beta): 0.13527 / 0.13521 Eh. The total energy comes out at -6472.20679 Eh. The value obtained for the LUMO energy (alpha / beta) is -0.3036 / -0.3036 Eh. The total charge is +2. Its molar mass is 697.05 g mol⁻¹.

Each line ends with the Mulliken charge.
Element x y z (Å)
N1 -5.3661 3.4000 -3.7284  -0.45
C1 -5.2809 3.7596 -2.4431  -0.43
C2 -4.4966 3.0658 -1.5141  -0.48
C3 -3.6528 2.0061 -1.9483  0.20
C4 -3.8047 1.6232 -3.3089  -0.15
C5 -4.6571 2.3476 -4.1521  -0.49
C6 -2.6986 1.3687 -1.0725  -1.94
Zn1 -0.7658 0.0583 0.1040  0.27
P1 3.6295 -0.7407 0.0057  -0.57
C7 -1.4293 0.8779 -1.5488  0.90
C8 -0.3640 1.8810 -1.9071  0.48
C9 0.3419 1.7699 -3.1125  -0.56
C10 1.4826 2.5484 -3.3354  -0.73
C11 1.8520 3.5234 -2.3969  -0.16
C12 1.1280 3.6811 -1.2164  -0.84
C13 -0.0171 2.9036 -1.0090  0.35
Br1 3.2963 4.6325 -2.7051  -0.09
H1 -2.9781 1.2859 -0.0111  0.63
H2 -1.4626 0.0113 -2.2357  0.99
H3 -4.5401 3.3592 -0.4715  0.45
H4 -3.3178 0.7358 -3.7069  0.35
H5 -5.8744 4.6368 -2.1422  0.38
H6 -4.7729 2.0694 -5.2103  0.38
H7 -0.0177 1.0839 -3.8810  0.41
H8 -0.6594 3.0985 -0.1517  0.53
H9 2.0704 2.4101 -4.2295  0.53
H10 1.4439 4.4112 -0.4804  0.51
P2 -1.2788 -2.3254 -0.5695  0.02
C14 3.8177 1.0630 -0.0167  2.06
C15 5.2253 1.4865 -0.4490  -1.48
H11 3.5979 1.4461 0.9883  -0.99
H12 3.0643 1.4287 -0.7255  -0.57
H13 5.3410 2.5682 -0.3238  0.41
H14 5.9971 0.9925 0.1494  0.40
H15 5.4201 1.2619 -1.5041  0.33
C16 3.3326 -1.2016 -1.7415  0.44
C17 4.6003 -1.7977 -2.3916  -1.38
H16 2.9840 -0.3016 -2.2787  0.12
H17 2.5399 -1.9671 -1.7682  0.13
H18 4.4399 -1.9254 -3.4695  0.42
H19 5.4854 -1.1611 -2.2417  0.34
H20 4.8077 -2.7893 -1.9590  0.35
C18 2.3156 -1.2970 1.1322  3.67
C19 2.9763 -2.1021 2.2718  -1.68
H21 1.5996 -1.9241 0.5709  -1.14
H22 1.7821 -0.4112 1.5097  -1.83
H23 2.2275 -2.6652 2.8444  0.40
H24 3.7033 -2.8153 1.8464  0.48
H25 3.5351 -1.4478 2.9619  0.46
C20 -1.0105 -3.6715 0.6591  -0.43
C21 -1.8225 -4.9698 0.5939  -1.47
H26 -1.1342 -3.1902 1.6413  0.47
H27 0.0564 -3.9245 0.5581  0.55
H28 -2.8437 -4.8569 0.9827  0.30
H29 -1.8577 -5.4149 -0.4089  0.35
H30 -1.3197 -5.6999 1.2496  0.42
C22 0.0857 -2.5960 -1.7582  0.31
C23 -0.1765 -2.4525 -3.2507  -1.44
H31 0.5036 -3.5901 -1.5421  0.79
H32 0.8391 -1.8543 -1.4499  -1.09
H33 -1.0696 -3.0031 -3.5656  0.38
H34 -0.2596 -1.4025 -3.5591  0.16
H35 0.6796 -2.8731 -3.7979  0.46
C24 -2.8309 -2.7513 -1.4178  -0.69
C25 -4.0968 -2.3599 -0.6566  -1.14
H36 -2.7888 -3.8420 -1.5642  0.58
H37 -2.8188 -2.2800 -2.4142  0.42
H38 -4.9697 -2.7059 -1.2261  0.45
H39 -4.1505 -2.8231 0.3378  0.22
H40 -4.1886 -1.2699 -0.5503  0.16
C26 1.5293 0.5503 4.4569  -0.59
N2 1.1842 1.8659 3.8543  -0.06
C27 2.3850 2.6880 3.5678  -0.79
C28 0.3067 1.7673 2.6151  0.06
C29 -0.8708 0.9069 2.9270  1.39
C30 -1.4818 1.0634 4.1880  -0.59
C31 -2.3663 0.1028 4.6655  -0.73
C32 -2.7603 -0.9245 3.8162  -1.14
C33 -2.2856 -0.9606 2.4992  0.29
C34 -1.3195 -0.0642 2.0333  -0.43
H41 2.0468 -0.0684 3.7168  0.22
H42 0.6247 0.0497 4.8039  0.23
H43 2.1818 0.7526 5.3088  0.46
H44 0.6163 2.3739 4.5475  0.37
H45 2.9449 2.2126 2.7550  0.25
H46 2.0533 3.6879 3.2634  0.35
H47 2.9926 2.7282 4.4747  0.39
H48 0.0337 2.8000 2.3357  0.36
H49 0.9366 1.3619 1.8055  -0.65
H50 -1.2580 1.9340 4.8126  0.40
H51 -2.7619 0.1797 5.6773  0.43
H52 -3.4595 -1.6852 4.1658  0.48
H53 -2.7006 -1.7144 1.8218  0.15

Forces on atoms 1 to 2 (eV/Å):
N 0.36 -0.04 0.18
C 0.08 -0.15 0.19